[1]
153
Properties=species:S:1:pos:R:3:lowdin_charge:R:1 method="wB97M-V/def2-TZVPD" molar_mass_g_mol=902.6 e_homo_ev=-8.558 gap_ev=8.82 charge=0
C 2.53 2.57 4.41 -0.12
O 3.45 3.21 3.46 -0.27
C 2.96 2.99 2.08 -0.22
C 3.83 3.82 0.93 -0.15
C 2.87 5.08 0.46 -0.22
C 2.07 4.82 -0.95 -0.21
C 1.27 3.39 -1.03 -0.20
C -0.32 3.63 -0.59 -0.13
C -1.22 2.27 -0.94 -0.31
C -2.79 2.55 -0.54 -0.18
C -3.41 1.54 0.58 -0.22
C -3.64 -0.01 0.05 -0.52
Cl -3.50 -0.23 -1.78 0.51
O -0.63 1.06 -0.35 -0.18
C 0.04 0.23 -1.39 -0.16
C 0.32 -1.34 -0.86 -0.13
N 0.89 -2.19 -1.99 -0.27
O 2.06 -1.66 -2.45 -0.05
B 2.00 -1.49 -3.93 -0.46
O 0.69 -1.80 -4.60 0.03
O 3.19 -1.01 -4.72 0.04
Si 1.27 -3.86 -1.45 0.53
C -0.25 -4.85 -0.77 -0.21
C 2.66 -3.92 -0.07 -0.20
C 2.00 -4.97 -2.91 -0.20
H 2.17 1.56 3.95 0.10
H 1.61 3.30 4.58 0.10
H 3.05 2.38 5.46 0.11
H 1.83 3.36 2.07 0.13
H 3.01 1.85 1.75 0.13
H 4.89 4.17 1.32 0.11
H 4.01 3.14 -0.02 0.12
H 3.60 6.02 0.32 0.11
H 2.11 5.40 1.31 0.11
H 2.85 4.96 -1.83 0.12
H 1.24 5.68 -1.03 0.10
H 1.78 2.51 -0.46 0.10
H 1.22 3.06 -2.18 0.12
H -0.73 4.49 -1.30 0.12
H -0.45 3.99 0.52 0.11
H -1.19 2.19 -2.13 0.15
H -2.83 3.65 -0.08 0.11
H -3.44 2.60 -1.53 0.10
H -4.51 1.95 0.82 0.10
H -2.84 1.57 1.63 0.13
H -4.65 -0.44 0.49 0.09
H -2.74 -0.64 0.53 0.06
H 1.11 0.67 -1.69 0.13
H -0.62 0.10 -2.36 0.11
H -0.72 -1.84 -0.58 0.12
H 1.04 -1.35 0.08 0.14
H 0.22 -0.89 -4.59 0.12
H 3.07 0.00 -4.75 0.12
H 0.13 -5.98 -0.66 0.06
H -1.15 -4.90 -1.54 0.05
H -0.58 -4.50 0.30 0.03
H 2.25 -3.53 0.96 0.04
H 3.58 -3.32 -0.48 0.05
H 3.01 -5.05 0.03 0.06
H 2.26 -6.06 -2.51 0.06
H 3.05 -4.47 -3.19 0.06
H 1.26 -5.03 -3.83 0.04
C 2.91 5.70 8.07 -0.18
C 2.68 4.52 8.99 -0.18
C 1.43 3.91 8.41 -0.20
O 1.46 4.17 7.00 -0.16
C 2.48 5.14 6.73 -0.21
H 3.95 6.06 8.07 0.12
H 2.26 6.53 8.36 0.12
H 3.52 3.82 8.92 0.12
H 2.57 4.81 10.04 0.12
H 0.53 4.37 8.82 0.12
H 1.38 2.83 8.58 0.12
H 3.31 4.62 6.24 0.11
H 2.10 5.91 6.06 0.12
C 8.36 2.70 3.97 -0.18
C 9.32 3.29 2.97 -0.19
C 8.79 2.75 1.66 -0.21
O 7.38 2.60 1.81 -0.15
C 7.05 2.74 3.20 -0.21
H 8.31 3.24 4.91 0.11
H 8.63 1.66 4.18 0.12
H 9.25 4.38 2.99 0.12
H 10.36 3.02 3.16 0.11
H 9.21 1.77 1.44 0.12
H 9.00 3.42 0.82 0.12
H 6.55 3.71 3.33 0.11
H 6.36 1.95 3.51 0.12
C -1.73 8.15 1.22 -0.18
C -0.90 8.18 2.48 -0.18
C -0.97 6.74 2.94 -0.20
O -1.11 5.93 1.76 -0.17
C -1.40 6.79 0.65 -0.22
H -1.52 8.97 0.53 0.12
H -2.80 8.19 1.48 0.12
H 0.13 8.44 2.23 0.12
H -1.26 8.89 3.23 0.12
H -1.86 6.57 3.57 0.12
H -0.08 6.43 3.50 0.11
H -0.50 6.84 0.02 0.10
H -2.22 6.37 0.06 0.11
C -7.08 5.38 -0.25 -0.18
C -7.84 4.08 -0.21 -0.18
C -7.28 3.35 -1.41 -0.20
O -5.92 3.80 -1.57 -0.15
C -5.72 4.94 -0.74 -0.21
H -7.04 5.90 0.71 0.12
H -7.54 6.05 -0.99 0.12
H -7.59 3.54 0.71 0.12
H -8.92 4.20 -0.25 0.12
H -7.83 3.60 -2.32 0.12
H -7.29 2.26 -1.28 0.12
H -5.08 4.63 0.10 0.10
H -5.20 5.72 -1.30 0.12
C -1.53 -3.41 4.60 -0.18
C -2.32 -2.78 3.48 -0.18
C -1.23 -2.28 2.56 -0.22
O -0.12 -3.17 2.72 -0.16
C -0.35 -4.01 3.86 -0.20
H -2.09 -4.15 5.18 0.12
H -1.18 -2.63 5.29 0.12
H -2.92 -3.55 2.98 0.12
H -3.00 -1.99 3.82 0.12
H -0.90 -1.28 2.85 0.12
H -1.54 -2.26 1.52 0.08
H -0.58 -5.01 3.49 0.12
H 0.55 -4.06 4.47 0.12
C -1.79 -6.40 -6.71 -0.18
C -0.75 -5.90 -5.74 -0.19
C -0.96 -6.82 -4.55 -0.21
O -1.43 -8.07 -5.07 -0.14
C -1.78 -7.89 -6.45 -0.21
H -1.58 -6.15 -7.75 0.12
H -2.77 -5.99 -6.45 0.12
H 0.25 -6.06 -6.16 0.12
H -0.86 -4.85 -5.48 0.12
H -1.73 -6.43 -3.88 0.12
H -0.04 -6.98 -3.98 0.10
H -1.01 -8.39 -7.05 0.12
H -2.74 -8.36 -6.65 0.11
C -2.52 -12.10 -7.00 -0.18
C -2.89 -11.37 -8.26 -0.18
C -4.24 -11.97 -8.60 -0.21
O -4.85 -12.33 -7.35 -0.14
C -3.87 -12.25 -6.32 -0.20
H -1.79 -11.58 -6.39 0.11
H -2.12 -13.09 -7.25 0.12
H -3.00 -10.30 -8.05 0.10
H -2.16 -11.49 -9.07 0.12
H -4.13 -12.88 -9.20 0.12
H -4.89 -11.27 -9.14 0.12
H -4.10 -11.37 -5.71 0.12
H -3.92 -13.14 -5.68 0.12

[2]
154
Properties=species:S:1:pos:R:3:lowdin_charge:R:1 method="wB97M-V/def2-TZVPD" molar_mass_g_mol=950.2 e_homo_ev=-8.091 gap_ev=8.47 de_lowest_ev=0.000 charge=0
C 3.14 -4.32 3.56 -0.09
C 2.61 -3.35 2.49 -0.29
C 3.68 -3.06 1.44 -0.60
Br 3.85 -4.62 0.29 0.86
C 3.51 -1.71 0.75 -0.35
C 3.86 -0.67 1.86 -0.05
C 2.93 0.54 2.11 -0.16
C 3.74 1.84 2.20 -0.16
C 2.92 3.01 2.73 -0.17
N 2.88 3.13 4.18 -0.09
C 4.18 3.10 4.83 -0.05
C 1.91 2.39 4.85 -0.49
C 0.53 2.23 4.24 0.01
O 2.14 1.91 5.96 0.04
O 4.57 -1.51 -0.26 0.08
C 4.18 -0.40 -0.91 -0.49
O 4.87 0.38 -1.53 0.18
O 2.80 -0.21 -0.75 0.07
C 2.32 -1.39 -0.14 -0.36
C 0.99 -1.33 0.57 -0.13
C -0.18 -0.73 -0.22 -0.17
C -1.20 -0.06 0.69 -0.16
C -1.82 -1.02 1.69 -0.15
N -1.73 -0.51 3.07 -0.10
C -2.62 0.62 3.27 -0.06
C -2.00 -1.52 4.01 -0.49
C -1.08 -2.72 3.99 0.01
O -2.89 -1.46 4.83 0.07
S 1.95 -2.47 -1.65 0.65
O 1.08 -3.55 -1.32 -0.26
O 1.51 -1.55 -2.63 -0.21
F 3.28 -3.06 -2.18 -0.16
H 4.23 -4.42 3.54 0.08
H 2.89 -3.96 4.55 0.05
H 2.75 -5.32 3.44 0.07
H 1.74 -3.81 2.05 0.09
H 2.31 -2.45 3.01 0.10
H 4.62 -2.99 1.95 0.09
H 4.84 -0.29 1.62 0.13
H 3.98 -1.17 2.81 0.12
H 2.49 0.41 3.10 0.11
H 2.11 0.64 1.42 0.10
H 4.05 2.08 1.18 0.12
H 4.65 1.63 2.74 0.11
H 3.33 3.92 2.32 0.12
H 1.93 2.94 2.31 0.10
H 4.50 2.09 5.09 0.09
H 4.18 3.72 5.72 0.09
H 4.91 3.50 4.14 0.09
H 0.44 1.24 3.84 0.07
H 0.36 2.98 3.47 0.07
H -0.18 2.42 5.03 0.09
H 0.74 -2.35 0.83 0.10
H 1.06 -0.81 1.51 0.11
H -0.69 -1.53 -0.74 0.11
H 0.16 -0.04 -0.98 0.12
H -1.98 0.32 0.04 0.10
H -0.75 0.81 1.17 0.11
H -1.38 -2.01 1.63 0.11
H -2.88 -1.14 1.44 0.11
H -3.66 0.37 3.07 0.07
H -2.55 0.97 4.29 0.09
H -2.35 1.43 2.60 0.08
H -0.22 -2.55 3.34 0.05
H -0.76 -2.90 5.00 0.09
H -1.64 -3.59 3.66 0.09
C 4.81 -3.02 10.85 -0.09
C 4.25 -2.19 9.71 -0.28
N 5.16 -2.06 8.59 -0.20
C 4.76 -1.05 7.62 -0.24
C 3.45 -1.27 6.84 -0.07
C 5.64 -3.32 8.03 -0.25
C 4.60 -4.32 7.51 -0.08
H 5.77 -2.63 11.19 0.08
H 4.12 -3.00 11.69 0.07
H 4.94 -4.07 10.57 0.06
H 4.06 -1.18 10.09 0.12
H 3.27 -2.60 9.41 0.10
H 5.57 -0.91 6.91 0.11
H 4.68 -0.10 8.16 0.11
H 3.57 -2.02 6.06 0.04
H 3.16 -0.33 6.35 0.05
H 2.63 -1.56 7.49 0.07
H 6.25 -3.82 8.79 0.10
H 6.35 -3.08 7.23 0.11
H 3.75 -4.43 8.19 0.07
H 5.06 -5.30 7.40 0.07
H 4.23 -4.04 6.53 0.03
C -4.83 2.28 0.22 -0.08
C -5.10 0.94 -0.46 -0.27
N -5.06 -0.18 0.46 -0.20
C -5.05 -1.47 -0.22 -0.25
C -6.29 -1.86 -1.04 -0.08
C -5.93 -0.08 1.62 -0.26
C -7.44 0.09 1.37 -0.07
H -3.88 2.26 0.75 0.06
H -4.79 3.07 -0.53 0.08
H -5.62 2.55 0.93 0.07
H -4.32 0.79 -1.21 0.11
H -6.06 1.01 -1.00 0.10
H -4.86 -2.25 0.52 0.11
H -4.18 -1.48 -0.89 0.11
H -7.12 -2.16 -0.41 0.06
H -6.05 -2.71 -1.68 0.07
H -6.62 -1.05 -1.69 0.06
H -5.59 0.75 2.23 0.09
H -5.77 -0.97 2.24 0.12
H -7.65 0.82 0.59 0.07
H -7.92 0.45 2.29 0.07
H -7.92 -0.84 1.11 0.06
C -1.59 -1.79 -4.42 -0.09
C -2.96 -1.41 -4.95 -0.27
N -3.45 -0.19 -4.33 -0.20
C -4.86 0.07 -4.54 -0.26
C -5.37 0.35 -5.96 -0.08
C -2.57 0.97 -4.46 -0.25
C -2.21 1.45 -5.87 -0.08
H -1.61 -1.84 -3.33 0.07
H -1.28 -2.76 -4.80 0.08
H -0.83 -1.07 -4.71 0.07
H -3.65 -2.21 -4.69 0.12
H -2.94 -1.36 -6.05 0.10
H -5.15 0.90 -3.89 0.10
H -5.40 -0.80 -4.16 0.10
H -5.11 1.36 -6.29 0.06
H -6.45 0.28 -5.98 0.07
H -4.98 -0.36 -6.69 0.07
H -1.64 0.75 -3.92 0.10
H -3.02 1.79 -3.90 0.11
H -1.96 0.62 -6.53 0.07
H -1.33 2.10 -5.82 0.07
H -3.01 2.02 -6.32 0.05
C -0.04 4.97 -12.36 -0.09
C 0.71 4.37 -11.19 -0.28
N 0.23 4.82 -9.90 -0.20
C 1.11 4.47 -8.80 -0.25
C 1.30 2.99 -8.47 -0.08
C -1.19 4.64 -9.66 -0.25
C -1.75 3.21 -9.73 -0.08
H -0.03 6.06 -12.32 0.08
H 0.43 4.66 -13.30 0.07
H -1.08 4.64 -12.40 0.06
H 1.76 4.67 -11.27 0.12
H 0.70 3.27 -11.28 0.10
H 0.76 4.99 -7.90 0.11
H 2.09 4.91 -9.01 0.11
H 0.44 2.57 -7.96 0.04
H 2.15 2.87 -7.79 0.07
H 1.50 2.39 -9.35 0.07
H -1.74 5.26 -10.37 0.10
H -1.43 5.07 -8.68 0.11
H -1.36 2.66 -10.59 0.07
H -2.84 3.25 -9.84 0.07
H -1.54 2.65 -8.83 0.04

[3]
171
Properties=species:S:1:pos:R:3:lowdin_charge:R:1 method="wB97M-V/def2-TZVPD" molar_mass_g_mol=1259.6 multiplicity=2 e_homo_ev="-5.275 / -7.649" gap_ev="2.82 / 5.03" charge=+1
Zn -1.25 -1.46 3.57 0.78
C -1.29 4.56 2.34 -0.05
C -2.65 5.27 2.24 -0.80
O -2.75 6.30 2.96 -0.08
O -3.45 4.89 1.39 -0.10
H -0.44 5.17 2.63 0.05
H -0.96 4.16 1.39 0.02
H -1.28 3.61 2.88 0.05
C 0.10 0.74 0.37 0.05
C -0.42 -0.23 1.52 -0.67
O -1.42 -0.06 2.16 0.00
O 0.19 -1.23 1.95 -0.07
H 1.08 1.15 0.62 0.04
H -0.47 1.66 0.31 0.07
H 0.18 0.36 -0.65 0.05
C -0.70 -2.11 -2.35 -0.11
C -0.85 -3.15 -1.23 -0.19
C 0.00 -4.45 -1.50 -0.10
N 0.16 -5.34 -0.27 -0.24
C 0.84 -4.62 0.86 0.03
C -1.23 -5.93 0.16 -0.07
C -0.96 -7.25 0.86 -0.14
C 0.28 -7.86 0.15 -0.10
C 0.95 -6.64 -0.63 -0.06
H -0.90 -2.62 -3.29 0.07
H 0.26 -1.61 -2.44 0.06
H -1.50 -1.37 -2.28 0.08
H -1.91 -3.30 -1.08 0.12
H -0.51 -2.63 -0.33 0.09
H 0.99 -4.18 -1.88 0.13
H -0.49 -5.10 -2.23 0.13
H 1.66 -4.11 0.37 0.10
H 1.06 -5.23 1.74 0.12
H 0.17 -3.86 1.26 0.07
H -1.68 -5.17 0.80 0.11
H -1.82 -6.11 -0.74 0.14
H -0.89 -7.15 1.94 0.12
H -1.83 -7.90 0.74 0.12
H 1.05 -8.18 0.85 0.11
H -0.08 -8.67 -0.48 0.11
H 2.00 -6.50 -0.38 0.12
H 0.76 -6.78 -1.69 0.12
C -7.84 4.06 -1.48 -0.09
C -7.30 3.08 -0.46 -0.23
C -5.85 2.64 -0.74 -0.12
N -5.27 1.64 0.27 -0.19
C -3.75 1.44 -0.18 0.04
C -5.96 0.31 0.24 -0.12
C -6.78 0.21 1.52 -0.13
C -6.08 1.13 2.52 -0.14
C -5.33 2.10 1.75 -0.09
H -7.23 4.91 -1.80 0.08
H -8.87 4.27 -1.22 0.08
H -7.91 3.43 -2.36 0.07
H -7.90 2.18 -0.57 0.10
H -7.42 3.41 0.57 0.11
H -5.25 3.55 -0.70 0.13
H -5.64 2.16 -1.70 0.13
H -3.30 0.71 0.50 0.08
H -3.30 2.43 -0.13 0.09
H -3.59 1.07 -1.20 0.09
H -5.20 -0.45 0.35 0.10
H -6.57 0.13 -0.64 0.14
H -6.81 -0.83 1.84 0.11
H -7.80 0.47 1.26 0.11
H -5.48 0.56 3.24 0.12
H -6.80 1.69 3.11 0.13
H -4.30 2.13 2.10 0.13
H -5.72 3.12 1.75 0.13
C 5.20 0.84 -2.19 -0.12
C 4.84 1.87 -1.16 -0.27
C 4.48 3.20 -1.81 -0.15
N 3.84 4.23 -0.85 -0.23
C 4.73 4.42 0.43 0.05
C 2.41 3.93 -0.44 -0.08
C 1.51 4.30 -1.69 -0.13
C 2.28 5.50 -2.33 -0.17
C 3.64 5.59 -1.62 -0.09
H 5.71 0.01 -1.70 0.06
H 6.08 1.19 -2.72 0.08
H 4.42 0.46 -2.84 0.06
H 5.70 1.98 -0.51 0.11
H 4.06 1.60 -0.45 0.08
H 3.84 3.14 -2.70 0.08
H 5.44 3.56 -2.18 0.12
H 5.71 4.73 0.07 0.11
H 4.77 3.47 0.96 0.09
H 4.27 5.25 0.97 0.10
H 2.17 4.63 0.36 0.14
H 2.34 2.92 -0.03 0.10
H 0.49 4.54 -1.37 0.11
H 1.44 3.61 -2.53 0.05
H 1.68 6.39 -2.10 0.11
H 2.32 5.52 -3.42 0.08
H 3.77 6.45 -0.97 0.13
H 4.46 5.72 -2.32 0.12
C -0.98 -0.07 -9.57 -0.11
C 0.05 0.62 -8.77 -0.28
C -0.40 1.20 -7.47 -0.10
N 0.78 1.69 -6.51 -0.20
C 1.53 2.86 -7.20 -0.01
C 0.23 2.09 -5.09 -0.10
C 0.59 0.94 -4.18 -0.24
C 1.93 0.59 -4.68 -0.21
C 1.79 0.58 -6.21 -0.11
H -1.62 -0.65 -8.91 0.08
H -0.63 -0.75 -10.35 0.09
H -1.74 0.57 -10.02 0.09
H 0.50 1.35 -9.45 0.12
H 0.88 -0.08 -8.67 0.11
H -0.94 0.45 -6.88 0.13
H -1.13 2.00 -7.57 0.14
H 0.71 3.56 -7.37 0.10
H 2.07 2.53 -8.09 0.09
H 2.34 3.18 -6.55 0.05
H 0.81 2.94 -4.74 0.09
H -0.85 2.26 -5.05 0.13
H 0.47 1.25 -3.15 0.10
H -0.14 0.13 -4.17 0.10
H 2.60 1.38 -4.31 0.06
H 2.17 -0.37 -4.23 0.11
H 2.76 0.72 -6.70 0.11
H 1.33 -0.36 -6.52 0.12
C 2.50 -0.82 7.15 -0.09
C 3.37 -1.22 6.02 -0.26
C 2.98 -0.65 4.69 -0.09
N 4.01 -0.93 3.53 -0.20
C 5.28 -0.18 3.89 0.00
C 3.54 -0.45 2.16 -0.07
C 4.03 -1.42 1.02 -0.12
C 4.94 -2.37 1.73 -0.17
C 4.43 -2.40 3.22 -0.04
H 1.47 -1.11 6.97 0.05
H 2.35 0.25 7.25 0.08
H 2.73 -1.18 8.16 0.10
H 3.41 -2.31 5.99 0.12
H 4.38 -0.87 6.21 0.10
H 2.72 0.41 4.74 0.15
H 2.04 -1.18 4.55 0.11
H 5.03 0.87 4.04 0.11
H 6.05 -0.30 3.13 0.10
H 5.84 -0.57 4.75 0.10
H 4.07 0.50 2.05 0.11
H 2.46 -0.41 2.28 0.10
H 4.65 -0.83 0.35 0.09
H 3.27 -2.00 0.50 0.11
H 6.01 -2.19 1.63 0.11
H 4.86 -3.41 1.41 0.11
H 5.13 -2.84 3.92 0.14
H 3.49 -2.97 3.24 0.13
P -3.77 -2.99 2.34 0.31
F -3.62 -3.84 3.72 -0.14
F -3.91 -4.47 1.52 -0.19
F -5.43 -2.96 2.53 -0.17
F -3.88 -2.10 0.97 -0.17
F -3.58 -1.56 3.08 -0.16
F -2.14 -2.98 2.30 -0.18
P -0.46 -4.20 5.05 0.36
F 0.42 -3.29 6.15 -0.18
F 0.74 -5.32 4.88 -0.18
F -1.31 -4.96 6.22 -0.13
F -1.25 -5.04 3.87 -0.17
F -1.66 -3.00 5.06 -0.19
F 0.28 -3.23 3.95 -0.20
P -1.26 0.33 5.88 0.16
F -0.26 -0.34 4.86 -0.15
F -1.40 1.53 4.78 -0.15
F -2.42 -0.41 5.02 -0.15
F -2.41 1.05 6.80 -0.13
F -1.09 -0.92 6.79 -0.09
F -0.03 1.03 6.69 -0.14